(1)
{"formula": "C24H31N3O6S", "method": "wB97M-V/def2-TZVPD", "elements": ["C", "C", "O", "C", "C", "C", "C", "C", "C", "N", "C", "O", "C", "N", "C", "S", "O", "O", "C", "C", "C", "C", "C", "C", "C", "C", "C", "O", "N", "C", "C", "O", "C", "C", "H", "H", "H", "H", "H", "H", "H", "H", "H", "H", "H", "H", "H", "H", "H", "H", "H", "H", "H", "H", "H", "H", "H", "H", "H", "H", "H", "H", "H", "H", "H"], "positions_angstrom": [[4.12005, -0.89208, 3.75843], [4.13799, -0.24926, 2.37583], [3.02513, -0.62066, 1.58589], [1.77551, -0.18662, 1.94218], [1.50843, 0.88935, 2.77053], [0.20084, 1.25474, 3.05147], [-0.86251, 0.54560, 2.52125], [-2.27547, 0.96439, 2.82489], [-2.77998, 2.00169, 1.81538], [-3.17522, 1.37031, 0.57524], [-4.18707, 1.82861, -0.17618], [-4.80954, 2.84537, 0.05070], [-4.48208, 0.92562, -1.38282], [-3.26595, 0.67920, -2.14491], [-3.26424, 1.13904, -3.51388], [-2.62460, -0.86211, -1.99264], [-2.77871, -1.22702, -0.60504], [-3.14723, -1.77590, -2.96747], [-0.89901, -0.56037, -2.31676], [-0.23218, -1.33493, -3.24629], [1.11089, -1.10616, -3.47772], [1.77639, -0.10330, -2.77597], [1.09155, 0.68038, -1.83566], [-0.25055, 0.43798, -1.61087], [1.84508, 1.77992, -1.14940], [3.30031, 1.36875, -0.94660], [3.94274, 0.89211, -2.22437], [5.09669, 1.07705, -2.53111], [3.11128, 0.15372, -3.02586], [-0.60016, -0.53303, 1.68103], [0.69968, -0.90004, 1.37026], [1.05803, -1.90416, 0.52146], [0.11143, -2.90012, 0.18014], [-0.19290, -3.83531, 1.34665], [3.25669, -0.55700, 4.32846], [5.02524, -0.62759, 4.29787], [4.06900, -1.97342, 3.66008], [4.99931, -0.60981, 1.80675], [4.21485, 0.84281, 2.45644], [2.31359, 1.45370, 3.21378], [0.01731, 2.09527, 3.70409], [-2.94184, 0.10092, 2.80550], [-2.31394, 1.40702, 3.82142], [-1.99268, 2.74196, 1.62383], [-3.65435, 2.53415, 2.20226], [-2.79527, 0.45774, 0.35458], [-4.87984, -0.02493, -1.01309], [-5.23975, 1.40360, -2.00619], [-4.00732, 0.61498, -4.12462], [-2.27492, 0.94967, -3.92811], [-3.46132, 2.20980, -3.53121], [-0.77791, -2.10088, -3.77338], [1.64913, -1.70011, -4.20100], [-0.80364, 1.02899, -0.89826], [1.79883, 2.68198, -1.76979], [1.38244, 2.00940, -0.18863], [3.34225, 0.52475, -0.25160], [3.89352, 2.18541, -0.53571], [3.54204, -0.29803, -3.82287], [-1.42703, -1.08785, 1.26816], [-0.81131, -2.45685, -0.20902], [0.59400, -3.45422, -0.62978], [0.72574, -4.29202, 1.70753], [-0.87456, -4.61484, 1.01936], [-0.65288, -3.28734, 2.16536]], "forces_ev_per_a": [[-0.144, 0.118, -0.364], [0.295, 0.043, 0.333], [-0.422, -0.121, -0.039], [-0.016, -0.175, -0.160], [0.204, -0.069, -0.121], [-0.139, -0.039, -0.045], [0.050, -0.002, 0.189], [0.077, 0.230, -0.227], [-0.219, 0.221, 0.162], [0.347, -0.212, 0.381], [-0.060, -0.253, -0.424], [-0.250, 0.258, 0.011], [-0.286, 0.018, 0.496], [0.501, -1.043, 0.120], [0.021, 0.093, -0.491], [0.309, 0.420, -0.265], [-0.163, 0.076, 0.164], [0.123, 0.104, -0.174], [-0.685, -0.106, -0.023], [-0.090, -0.038, -0.065], [0.022, 0.064, 0.115], [-0.564, -0.067, 0.142], [-0.124, -0.040, -0.024], [0.241, -0.006, -0.044], [0.065, -0.010, -0.002], [0.015, 0.134, 0.054], [0.068, 0.200, 0.299], [0.217, 0.032, -0.012], [0.082, -0.278, -0.539], [0.115, -0.101, -0.046], [0.354, -0.072, -0.038], [0.197, 0.426, 0.271], [-0.345, -0.426, -0.019], [0.170, 0.342, -0.235], [-0.018, 0.004, 0.104], [0.091, 0.029, 0.086], [0.014, -0.098, 0.015], [-0.085, 0.134, 0.066], [0.018, -0.079, -0.073], [0.129, 0.009, 0.034], [-0.034, 0.089, 0.095], [-0.066, -0.008, 0.094], [-0.032, -0.044, -0.004], [-0.101, -0.007, 0.119], [0.134, -0.036, -0.037], [-0.071, 0.128, 0.023], [-0.163, 0.148, 0.003], [0.145, -0.039, 0.046], [0.023, 0.070, -0.005], [-0.013, 0.143, -0.180], [0.050, -0.008, 0.010], [0.003, -0.110, -0.129], [0.052, -0.086, -0.077], [-0.018, 0.177, 0.148], [-0.009, 0.026, 0.050], [-0.018, 0.033, -0.014], [0.017, 0.040, 0.002], [0.052, -0.091, -0.077], [0.042, 0.130, 0.146], [-0.052, -0.134, -0.050], [0.168, -0.033, 0.040], [-0.113, 0.080, 0.054], [0.056, -0.062, 0.037], [-0.099, -0.107, -0.009], [-0.070, -0.016, 0.101]], "lowdin_charge": [-0.057, -0.247, -0.074, -0.207, -0.016, -0.043, -0.232, -0.125, -0.157, 0.072, -0.480, 0.064, -0.096, -0.287, -0.082, 0.688, -0.313, -0.267, -0.293, -0.049, 0.009, -0.171, -0.135, 0.000, -0.102, -0.070, -0.457, 0.083, 0.158, 0.025, -0.190, -0.032, -0.233, -0.049, 0.069, 0.078, 0.082, 0.128, 0.114, 0.111, 0.114, 0.124, 0.116, 0.128, 0.122, 0.077, 0.129, 0.134, 0.096, 0.086, 0.102, 0.117, 0.117, 0.121, 0.134, 0.118, 0.116, 0.131, 0.162, 0.099, 0.086, 0.128, 0.081, 0.079, 0.071], "e_lumo_ev": 0.43, "homo_ev": -8.191, "multiplicity": 1, "smiles": "CCOc1ccc(CCNC(=O)CN(C)S(=O)(=O)c2ccc3c(c2)CCC(=O)N3)cc1OCC"}

---

(2)
{"formula": "C24H31NO3", "method": "wB97M-V/def2-TZVPD", "elements": ["C", "C", "C", "C", "C", "O", "C", "C", "C", "C", "C", "C", "H", "H", "C", "O", "N", "H", "C", "H", "H", "C", "C", "C", "C", "C", "C", "C", "H", "H", "H", "H", "H", "C", "H", "C", "H", "O", "C", "C", "H", "H", "H", "H", "H", "H", "H", "H", "H", "H", "H", "H", "H", "H", "H", "H", "H", "H", "H"], "positions_angstrom": [[-0.35903, -3.26693, -7.72799], [-0.17410, -1.90852, -7.05874], [-1.41367, -1.50702, -6.47297], [-1.30187, -0.11786, -5.56218], [-2.63034, 0.53115, -4.93116], [-2.57130, 1.54693, -4.11407], [-2.11288, 1.52047, -2.80700], [-1.43102, 0.49469, -2.24356], [-0.89336, 0.62821, -0.94448], [-0.88006, 1.87843, -0.42939], [-1.14305, 2.79424, -1.10164], [-1.64608, 2.81013, -2.32764], [-2.19500, 3.87014, -2.96387], [-1.16113, 3.83520, -0.69811], [-0.20215, 2.17960, 0.93791], [-0.65394, 3.00142, 1.72291], [0.42372, 1.21219, 1.42001], [0.76678, 0.36335, 0.86420], [1.33948, 1.20617, 2.53726], [2.29385, 1.03230, 2.53592], [1.13363, 2.32482, 3.05162], [0.84789, 0.04656, 3.91412], [2.20025, -0.33221, 4.43939], [2.84388, 0.58942, 5.22410], [4.38632, 0.45821, 5.64444], [4.59228, -0.88901, 5.57643], [3.75353, -1.69330, 4.99215], [2.79175, -1.59603, 4.28610], [2.07658, -2.31766, 3.92977], [4.16457, -2.86155, 4.88291], [5.63535, -1.18254, 6.09231], [4.74301, 1.28208, 6.26968], [2.55958, 1.71658, 5.15855], [-0.09972, 0.98198, 4.89721], [0.34711, 1.86789, 5.23414], [-1.36445, 0.94364, 4.28209], [-1.96608, 1.63904, 5.08144], [-2.24646, -0.28594, 4.02819], [-1.36553, -0.71548, 2.90089], [0.12758, -1.14569, 3.34544], [0.37864, -1.47087, 2.33859], [-0.02359, -1.96150, 4.20009], [-1.93781, -1.58785, 2.77046], [-1.54737, 0.07371, 2.09374], [-1.32547, 1.83613, 3.58271], [-0.17045, 0.25027, 5.57818], [-0.84067, -0.26433, -0.46694], [-1.80697, -0.49570, -2.71327], [-2.91359, -0.48229, -4.33460], [-3.27440, 0.43501, -5.57853], [-0.48848, -0.30083, -4.76093], [-0.85453, 0.63559, -6.20928], [-1.77276, -2.22029, -5.85168], [-2.32174, -1.31554, -7.11285], [0.45384, -2.09402, -6.18983], [0.16328, -1.34573, -7.58198], [-0.98683, -2.98162, -8.49240], [0.65717, -3.55440, -8.04269], [-0.60415, -4.09080, -7.09517]], "forces_ev_per_a": [[3.222, 0.711, 0.789], [-5.579, -13.236, 11.565], [-3.587, 5.725, 1.088], [1.506, -0.093, 0.123], [7.391, -8.618, 6.102], [-0.631, 3.600, 1.897], [3.555, 4.032, -2.646], [-2.308, -3.638, 0.574], [-1.797, -0.375, -3.389], [6.713, -12.001, 11.474], [-4.159, 17.780, -7.506], [-5.823, 0.751, -5.283], [2.249, -3.432, 2.262], [0.727, -0.792, 0.218], [-6.139, 1.874, -0.943], [0.309, 2.307, -0.741], [8.117, -8.552, 0.712], [-1.355, 2.129, 0.018], [-8.543, 3.575, 5.615], [5.413, -1.061, -1.651], [0.860, -3.061, -1.195], [1.570, 3.409, -2.419], [-1.310, 2.146, 0.854], [4.344, 4.182, -0.739], [-7.200, -0.610, -0.384], [7.727, 4.168, 4.501], [10.366, -11.581, 3.057], [-11.971, 3.219, -5.431], [0.881, -0.805, -0.509], [-0.557, 2.661, 0.972], [-2.539, -0.228, -1.417], [0.630, -0.636, -0.573], [-0.174, -2.190, 0.507], [3.774, -5.227, -3.081], [0.210, 1.220, 0.090], [-7.224, 6.111, 2.108], [0.459, -1.907, -1.336], [5.256, 3.726, -0.500], [-1.654, -0.229, 1.435], [-4.014, 0.720, 0.823], [1.289, -0.715, 0.354], [0.425, 1.333, -2.202], [-0.012, -1.658, -1.689], [0.877, -1.447, 0.912], [-0.802, -1.996, -1.099], [0.034, -2.001, 4.087], [1.023, -2.350, 1.813], [1.522, 1.104, 1.185], [-0.046, 1.786, -0.556], [-7.040, 0.955, -6.768], [-1.397, 0.239, -1.007], [0.176, 0.121, -0.242], [-0.961, -2.446, 2.221], [1.120, -0.168, -0.279], [0.708, 0.360, -0.009], [7.457, 12.055, -11.340], [-1.576, -0.795, -2.179], [-0.438, 0.026, -0.753], [-1.070, -0.176, 0.509]], "lowdin_charge": [-0.061, -0.268, -0.203, -0.099, -0.256, -0.021, -0.215, -0.005, 0.009, -0.222, -0.184, 0.046, 0.220, 0.163, -0.466, 0.056, 0.036, 0.182, 0.013, 0.031, 0.178, -0.253, -0.235, 0.009, 0.020, -0.170, -0.240, -0.090, 0.117, 0.182, 0.154, 0.097, 0.126, -0.144, 0.110, -0.250, 0.167, -0.106, -0.176, -0.108, 0.111, 0.178, 0.092, 0.133, 0.122, 0.085, 0.081, 0.141, 0.154, 0.027, 0.117, 0.092, 0.067, 0.136, 0.136, -0.026, 0.053, 0.085, 0.073], "e_lumo_ev": 0.32, "homo_ev": -8.604, "multiplicity": 1}

---

(3)
{"formula": "C24H32BN14Sn", "method": "wB97M-V/def2-TZVPD", "elements": ["Sn", "C", "C", "N", "N", "C", "B", "N", "C", "C", "C", "N", "N", "C", "C", "C", "N", "N", "C", "C", "C", "N", "H", "H", "H", "H", "H", "H", "H", "H", "H", "H", "H", "H", "N", "C", "C", "N", "C", "C", "N", "C", "C", "N", "H", "H", "H", "H", "H", "H", "C", "C", "N", "C", "C", "C", "C", "N", "H", "H", "H", "H", "H", "H", "H", "H", "H", "H", "H", "H", "H", "H"], "positions_angstrom": [[-1.51441, -2.44043, -0.47438], [-5.10703, -0.36472, -1.95667], [-3.90320, -0.44111, -1.27212], [-3.40536, -1.67826, -1.35275], [-4.27555, -2.41865, -2.09861], [-5.30626, -1.63189, -2.46248], [-3.92723, -3.91306, -2.23813], [-2.55753, -4.06183, -2.93849], [-2.22819, -4.61217, -4.12427], [-0.88356, -4.42287, -4.35461], [-0.43442, -3.71587, -3.24608], [-1.44519, -3.49973, -2.40234], [-3.87309, -4.51926, -0.81444], [-4.78704, -5.20006, -0.09280], [-4.33680, -5.33256, 1.20184], [-3.12350, -4.65507, 1.21931], [-2.84934, -4.16574, 0.00830], [-4.95654, -4.71765, -3.09636], [-5.16760, -5.99999, -3.12361], [-6.08687, -6.27360, -4.20503], [-6.33008, -4.98779, -4.77617], [-5.66982, -4.06740, -4.14637], [-5.74707, 0.49151, -2.07381], [-3.37208, 0.32402, -0.72746], [-6.11067, -2.00979, -3.06659], [-2.96030, -5.09610, -4.74841], [-0.31268, -4.74536, -5.20723], [0.55770, -3.35900, -3.01750], [-5.71183, -5.54470, -0.52462], [-4.82307, -5.84021, 2.01596], [-2.43928, -4.49816, 2.03849], [-4.69472, -6.69660, -2.44652], [-6.47963, -7.23621, -4.49747], [-6.96140, -4.74094, -5.61680], [4.39955, -6.34169, 9.07629], [3.18162, -5.78726, 9.13242], [2.84460, -5.47597, 7.80263], [3.81930, -5.82744, 6.97709], [4.78481, -6.36348, 7.74892], [5.99398, -6.86665, 7.25114], [6.32269, -6.86807, 5.94496], [7.52058, -7.41894, 5.86444], [7.98655, -7.78180, 7.14878], [7.01549, -7.42878, 7.99850], [4.91114, -6.67310, 9.87933], [2.64815, -5.64966, 10.05845], [1.93357, -5.01436, 7.45979], [8.03883, -7.55305, 4.92870], [8.90446, -8.24618, 7.47114], [7.05769, -7.56294, 8.99702], [3.22706, 12.53010, -2.89160], [1.80084, 12.03245, -3.13049], [1.47472, 10.88467, -2.27534], [1.29593, 11.17794, -0.84272], [2.46544, 10.68492, 0.00908], [1.39129, 9.62447, -2.77628], [1.73245, 9.36505, -4.21125], [1.00967, 8.60831, -2.03732], [3.41558, 13.35221, -3.57976], [3.95823, 11.74579, -3.08492], [3.36127, 12.90493, -1.87861], [1.65257, 11.75109, -4.16647], [1.07862, 12.81076, -2.87850], [0.34793, 10.74634, -0.51809], [1.19748, 12.25767, -0.76483], [2.58106, 9.60302, -0.03767], [2.27731, 10.96696, 1.04369], [3.40096, 11.14442, -0.30293], [2.70180, 9.78389, -4.47938], [0.97787, 9.78978, -4.87519], [1.75278, 8.29008, -4.35713], [0.75977, 8.87577, -1.08566]], "forces_ev_per_a": [[-0.113, -0.075, -0.072], [0.001, 0.018, 0.001], [0.020, -0.034, 0.022], [0.005, 0.010, -0.014], [-0.003, 0.009, -0.020], [-0.006, -0.007, 0.013], [0.004, -0.004, 0.023], [0.001, 0.003, -0.002], [0.008, -0.017, 0.003], [-0.007, 0.021, -0.010], [0.004, -0.010, 0.011], [0.012, -0.007, 0.001], [-0.020, 0.013, 0.003], [0.013, -0.028, -0.003], [-0.007, 0.026, 0.011], [0.021, -0.010, -0.009], [-0.018, 0.005, -0.033], [0.001, -0.001, -0.009], [0.000, 0.003, 0.003], [0.006, -0.007, 0.007], [-0.002, 0.004, 0.000], [-0.002, 0.000, -0.004], [-0.001, -0.001, -0.002], [-0.016, 0.015, -0.006], [0.000, -0.001, -0.002], [0.000, -0.001, 0.001], [0.000, 0.003, -0.002], [0.002, -0.002, -0.002], [0.000, -0.001, -0.005], [-0.004, 0.003, 0.000], [-0.003, -0.004, 0.004], [-0.001, -0.001, 0.002], [0.000, 0.000, -0.001], [0.000, 0.002, 0.000], [0.000, -0.002, 0.000], [0.002, 0.000, 0.003], [0.017, 0.002, 0.014], [0.051, -0.042, 0.105], [0.006, -0.006, -0.022], [0.003, 0.004, 0.001], [-0.005, -0.017, -0.001], [0.009, 0.020, 0.000], [-0.008, -0.017, 0.002], [0.001, 0.009, 0.003], [0.001, 0.001, 0.001], [-0.002, 0.000, -0.001], [-0.001, 0.000, 0.003], [0.001, 0.000, 0.000], [0.001, 0.000, -0.001], [0.003, -0.001, 0.000], [0.007, 0.000, 0.000], [-0.011, -0.016, 0.004], [0.001, 0.042, 0.008], [-0.002, 0.000, -0.009], [0.003, -0.003, 0.000], [-0.021, -0.071, -0.005], [0.002, 0.009, -0.001], [0.055, 0.146, -0.015], [-0.002, 0.000, 0.000], [0.000, 0.000, 0.000], [-0.001, 0.000, 0.000], [0.000, 0.002, 0.001], [0.003, 0.004, 0.001], [0.000, -0.002, 0.000], [-0.001, 0.000, 0.003], [-0.001, 0.000, 0.001], [0.000, 0.002, -0.001], [0.000, -0.001, -0.002], [0.000, 0.000, 0.001], [0.000, -0.001, -0.001], [0.001, 0.000, 0.000], [-0.004, 0.014, -0.003]], "lowdin_charge": [1.314, 0.002, -0.101, -0.143, 0.032, -0.018, -0.635, 0.024, -0.018, 0.007, -0.088, -0.149, 0.018, -0.031, 0.005, -0.098, -0.134, 0.073, 0.031, 0.166, -0.040, 0.179, 0.123, 0.126, 0.120, 0.133, 0.126, 0.131, 0.135, 0.125, 0.128, 0.163, 0.145, 0.149, 0.142, 0.014, -0.069, 0.164, -0.224, -0.215, 0.168, -0.048, 0.032, 0.146, 0.175, 0.142, 0.121, 0.129, 0.147, 0.175, -0.029, -0.153, 0.024, -0.159, -0.036, -0.346, 0.004, 0.270, 0.100, 0.091, 0.081, 0.115, 0.146, 0.134, 0.133, 0.078, 0.099, 0.081, 0.098, 0.106, 0.095, 0.067], "e_lumo_ev": [-12.46, -10.11], "homo_ev": [-15.784, -16.810], "total_charge": 4, "multiplicity": 2, "s2": 1.835}

---

ΔE to the lowest compared entry with this formula, charge and spin for every record listed, in sequence, given in eV: 1.5518, 19.8727, 0.0000.